# 1
{
  "formula": "C27H35F6N2O7STi",
  "method": "wB97M-V/def2-TZVPD",
  "elements": ["Ti", "O", "C", "C", "C", "C", "C", "C", "C", "O", "N", "O", "O", "H", "H", "H", "H", "C", "N", "C", "C", "C", "C", "C", "C", "C", "C", "H", "H", "H", "H", "H", "H", "H", "H", "H", "H", "H", "H", "H", "O", "S", "C", "C", "C", "C", "H", "H", "H", "H", "H", "H", "H", "H", "C", "C", "O", "C", "F", "F", "F", "C", "F", "F", "F", "H", "H", "H", "C", "C", "C", "O", "H", "H", "H", "H", "H", "H", "H"],
  "coordinates": [[0.163361, 0.108236, -0.949591], [0.542363, -1.313721, 0.304273], [0.044151, -2.496349, 0.560335], [-1.151203, -2.942719, -0.026124], [-1.707522, -4.199131, 0.300465], [-2.893166, -4.600609, -0.267196], [-3.590979, -3.820532, -1.184808], [-3.058409, -2.580837, -1.518588], [-1.870112, -2.119208, -0.954941], [-1.452542, -0.891815, -1.275438], [-3.451144, -5.904837, 0.116494], [-4.489333, -6.253815, -0.411919], [-2.866720, -6.548517, 0.965734], [0.586846, -3.113345, 1.272702], [-1.203662, -4.849954, 1.001505], [-4.507291, -4.185420, -1.621287], [-3.551839, -1.943054, -2.242590], [-2.314082, -0.755791, 2.064267], [-3.291968, -0.219204, 1.071756], [-4.634287, -0.118646, 1.692198], [-2.879797, 1.112251, 0.403243], [-1.708420, 1.792277, 1.046745], [-1.932822, 2.759864, 2.023757], [-0.869492, 3.434284, 2.602724], [0.421297, 3.142201, 2.185138], [0.639380, 2.173801, 1.212586], [-0.410968, 1.463684, 0.624845], [-2.601423, -1.779050, 2.295225], [-2.353301, -0.131163, 2.953442], [-1.315790, -0.726021, 1.645559], [-3.339698, -0.906646, 0.309689], [-4.596203, 0.650967, 2.460260], [-4.895350, -1.075243, 2.138858], [-5.364082, 0.149338, 0.932378], [-3.776434, 1.730323, 0.403062], [-2.627079, 0.845115, -0.616127], [-2.949329, 3.008252, 2.314997], [-1.046901, 4.191727, 3.354987], [1.261117, 3.677668, 2.613364], [1.659450, 1.974712, 0.897695], [3.196488, -1.619674, 2.666250], [2.968518, -0.244008, 2.141086], [3.057095, 0.875925, 3.593834], [4.167286, 1.891308, 3.356473], [5.268809, 1.124899, 2.629689], [4.560348, 0.390894, 1.501652], [3.298505, 0.196581, 4.413302], [2.075214, 1.315600, 3.765267], [4.509025, 2.333420, 4.293465], [3.807577, 2.707455, 2.722028], [5.730077, 0.404659, 3.309016], [6.055137, 1.781508, 2.255012], [5.085102, -0.478499, 1.109604], [4.313602, 1.057342, 0.670629], [4.025966, 0.418788, -2.704755], [2.778189, -0.397145, -2.378502], [2.041268, 0.213359, -1.387916], [3.215315, -1.803656, -1.892041], [3.795778, -1.705907, -0.689555], [4.109968, -2.374571, -2.718775], [2.180912, -2.648872, -1.777401], [1.906057, -0.539147, -3.645291], [0.683477, -1.037135, -3.331529], [1.703304, 0.651150, -4.222690], [2.440034, -1.349102, -4.567195], [4.684729, 0.410558, -1.837993], [3.719581, 1.442444, -2.906792], [4.562318, 0.017948, -3.563659], [-1.235982, 3.599322, -2.145544], [-0.958790, 2.335144, -2.945377], [-2.222942, 1.756627, -3.562866], [-0.342246, 1.380035, -2.130834], [-1.599626, 4.394078, -2.799252], [-0.326783, 3.940121, -1.649511], [-1.989658, 3.411132, -1.377073], [-0.256599, 2.578417, -3.752776], [-2.952264, 1.523199, -2.783098], [-1.995192, 0.837339, -4.102421], [-2.676175, 2.469375, -4.254166]],
  "atomic_forces_ev_per_a": [[-0.040, 0.553, 0.032], [0.103, -0.048, -0.094], [-0.040, 0.101, -0.029], [0.053, -0.006, 0.016], [0.002, -0.006, 0.008], [0.022, 0.027, -0.068], [-0.015, -0.050, 0.011], [-0.029, 0.079, 0.090], [0.020, -0.026, -0.079], [0.132, -0.031, -0.058], [-0.115, 0.061, 0.170], [0.007, -0.026, -0.076], [0.066, -0.043, -0.040], [0.013, -0.028, -0.025], [0.004, 0.002, -0.001], [-0.001, 0.000, 0.002], [0.007, -0.006, -0.019], [-0.041, 0.094, 0.033], [0.048, 0.070, -0.033], [-0.029, -0.025, -0.037], [-0.017, -0.064, 0.067], [0.047, -0.100, -0.071], [-0.018, 0.019, -0.017], [0.009, 0.004, -0.001], [-0.007, 0.003, -0.004], [-0.039, -0.008, 0.031], [0.250, -0.080, -0.061], [-0.006, 0.007, -0.007], [0.003, 0.014, 0.002], [0.026, -0.024, -0.031], [0.065, -0.025, 0.048], [-0.007, -0.003, 0.001], [-0.006, -0.004, -0.013], [0.000, -0.001, -0.004], [0.034, 0.046, 0.090], [-0.063, -0.002, -0.084], [0.004, -0.006, 0.002], [-0.001, -0.002, -0.002], [-0.007, 0.007, -0.002], [-0.014, 0.008, -0.012], [0.018, -0.055, 0.044], [-0.025, 0.005, 0.013], [0.001, 0.010, -0.007], [-0.007, 0.007, 0.002], [0.005, 0.008, -0.002], [0.003, -0.033, -0.017], [-0.004, -0.009, -0.005], [0.006, -0.008, -0.006], [0.003, -0.001, 0.001], [0.000, 0.001, 0.001], [-0.008, -0.001, 0.001], [0.006, -0.003, 0.000], [-0.003, 0.013, 0.003], [-0.009, 0.006, 0.012], [-0.015, 0.002, -0.023], [0.076, 0.069, 0.191], [-0.526, -0.194, -0.061], [-0.028, -0.019, 0.014], [-0.021, -0.008, -0.044], [-0.014, 0.013, 0.029], [0.043, 0.029, -0.012], [-0.070, -0.025, 0.016], [0.162, -0.007, -0.059], [0.009, -0.027, -0.004], [-0.028, 0.030, 0.022], [0.000, 0.006, 0.000], [0.006, -0.003, -0.004], [-0.001, -0.001, 0.004], [0.013, 0.003, 0.011], [0.025, -0.015, -0.034], [0.009, -0.017, -0.006], [-0.039, -0.258, 0.185], [-0.008, -0.005, 0.000], [-0.005, 0.004, -0.004], [0.006, -0.005, 0.005], [0.006, 0.005, 0.001], [-0.006, -0.002, -0.005], [-0.003, 0.000, 0.004], [0.006, 0.001, -0.001]],
  "e_tot_ev": -96134.91191,
  "multiplicity": 2,
  "s2": 0.78,
  "lumo_ev": [-0.1, -0.1],
  "e_above_lowest_kj_mol": 54.6,
  "e_homo_ev": [-5.99, -8.40],
  "homo_lumo_gap_ev": [5.866, 8.250]
}


# 2
{
  "formula": "C27H35FN4P2Pb",
  "method": "wB97M-V/def2-TZVPD",
  "elements": ["Pb", "C", "C", "C", "C", "C", "C", "C", "C", "C", "H", "H", "H", "H", "H", "H", "H", "H", "H", "H", "H", "H", "H", "H", "H", "P", "P", "N", "N", "N", "N", "C", "C", "C", "C", "C", "C", "C", "C", "C", "C", "C", "C", "C", "C", "C", "C", "C", "C", "H", "H", "H", "H", "H", "H", "H", "H", "H", "H", "H", "H", "H", "H", "H", "H", "H", "H", "H", "H", "F"],
  "coordinates": [[1.858085, -1.201115, 2.159911], [-0.206973, -2.542498, -3.714566], [-0.271136, -1.209650, -3.840083], [-1.516388, -0.434670, -4.007418], [-2.667384, -1.040817, -3.144585], [-2.251681, -1.538581, -1.761810], [-2.026865, -2.835395, -1.554334], [-2.152527, -3.855029, -2.695542], [-1.388127, -3.444272, -3.948236], [1.768887, -0.062872, 4.195699], [0.731157, -3.118351, -3.624817], [0.624304, -0.617235, -3.960956], [-1.863728, -0.392532, -5.063661], [-1.333906, 0.606271, -3.702239], [-3.472369, -0.297858, -3.092303], [-3.154437, -1.824388, -3.750577], [-2.340954, -0.805892, -0.940737], [-1.835823, -3.256146, -0.553743], [-3.188487, -4.029313, -3.042257], [-1.779922, -4.826397, -2.348119], [-1.007034, -4.353356, -4.434618], [-2.057913, -3.030663, -4.724832], [2.781993, -0.210996, 4.578490], [1.102338, -0.343782, 5.019353], [1.649123, 0.996569, 3.966724], [-0.405689, 0.701907, 2.155368], [1.849706, 1.542017, 0.057556], [-1.269822, -0.747441, 2.817036], [-1.373216, 1.924203, 3.158220], [2.392239, 0.122686, -0.842057], [2.967930, 2.653054, -0.613510], [-0.939952, 1.023583, 0.424319], [0.076694, 1.925735, -0.344474], [-0.640609, -1.867915, 3.398760], [-1.576281, -2.871727, 3.541637], [-2.825844, -2.372098, 3.104517], [-2.620529, -1.063709, 2.668962], [-1.335128, 2.028497, 4.553097], [-1.997887, 3.175620, 4.972771], [-2.426880, 3.853902, 3.791939], [-2.025664, 3.077982, 2.711655], [3.198404, -0.937925, -0.351665], [3.099720, -2.022924, -1.202974], [2.254045, -1.644060, -2.253583], [1.811254, -0.356442, -2.008901], [3.314664, 2.782107, -1.976723], [4.138122, 3.882394, -2.123560], [4.350713, 4.440625, -0.822519], [3.674292, 3.655933, 0.085729], [-1.963481, 1.413299, 0.325157], [-1.017311, 0.034079, -0.037913], [-0.084361, 1.891217, -1.431244], [-0.082205, 2.970856, -0.015295], [0.311461, -1.810314, 3.918186], [-1.307834, -3.830706, 3.955018], [-3.735375, -2.951426, 3.121826], [-3.331854, -0.347628, 2.292334], [-0.799524, 1.298090, 5.133657], [-2.135417, 3.499879, 5.988314], [-2.936161, 4.810822, 3.766938], [-2.137414, 3.250716, 1.661846], [3.915844, -0.754983, 0.431037], [3.558805, -2.995164, -1.079446], [1.981049, -2.298986, -3.059793], [1.169687, 0.307131, -2.563830], [2.953744, 2.071628, -2.695153], [4.552570, 4.260428, -3.040267], [4.928697, 5.324091, -0.592067], [3.626180, 3.673013, 1.153294], [2.842382, 0.946924, 1.851054]],
  "atomic_forces_ev_per_a": [[0.275, 1.862, 0.806], [-0.040, -0.022, -1.162], [0.849, -1.175, -1.064], [-1.094, 0.083, 0.315], [-0.495, 0.348, -0.467], [-1.083, 0.128, -0.320], [-0.787, -0.489, -0.011], [-0.015, -0.053, 0.516], [0.314, -0.338, -0.983], [0.777, -0.311, 0.645], [-0.767, 0.673, -0.079], [0.078, -0.394, 0.116], [0.279, -0.027, 0.488], [-0.056, -0.170, -0.059], [0.233, 0.140, 0.414], [0.335, 0.136, 0.630], [0.293, -0.650, -0.505], [-0.009, 0.451, -0.451], [0.170, 0.159, 0.676], [-0.082, 0.204, 0.021], [0.026, 0.089, 0.179], [0.302, 0.012, 0.503], [0.063, 0.244, 0.139], [-0.075, -0.087, -0.238], [0.159, -0.191, -0.011], [-1.375, -0.222, 1.967], [-0.015, 0.535, 1.471], [-0.630, 0.464, -0.425], [0.633, 0.224, -0.318], [-0.332, -1.232, -0.337], [0.680, 0.843, -1.475], [-0.348, 0.052, -0.249], [-0.209, 0.114, -1.955], [-0.913, -0.173, -0.043], [0.844, 0.795, -0.076], [0.264, 0.714, -0.401], [0.423, -1.201, 0.371], [-0.146, 0.331, 0.026], [0.645, -0.967, -1.143], [0.468, -0.800, -0.518], [-0.017, 0.161, 0.536], [0.041, 0.587, -0.722], [0.302, 0.909, 0.647], [-0.469, 0.520, -0.138], [0.613, -0.048, 0.533], [0.256, 1.081, 0.789], [-0.659, -0.732, 0.507], [-0.447, -0.653, 0.358], [-0.567, -0.200, -1.072], [0.274, 0.159, 0.149], [0.491, -0.026, 0.182], [-0.837, 0.062, 0.113], [0.459, -0.393, -0.169], [-0.480, 0.104, -0.306], [-0.346, -0.046, 0.100], [-0.159, 0.315, -0.112], [0.105, 0.053, -0.128], [-0.079, -0.142, 0.025], [0.040, -0.067, 0.087], [0.034, -0.288, -0.205], [-0.113, 0.107, -0.264], [-0.131, 0.128, 0.150], [0.160, 0.262, 0.006], [0.294, 0.497, 0.099], [0.049, -0.121, 0.235], [-0.078, -0.033, -0.118], [0.028, -0.083, -0.148], [0.052, -0.200, 0.053], [-0.114, 0.095, 0.306], [1.660, -2.107, 1.513]],
  "e_tot_ev": -61063.53141,
  "lumo_ev": -1.0,
  "e_above_lowest_kj_mol": 0.0,
  "e_homo_ev": -6.49,
  "homo_lumo_gap_ev": 5.496
}


# 3
{
  "formula": "C27H35IrN5O3P2",
  "method": "wB97M-V/def2-TZVPD",
  "elements": ["Ir", "C", "C", "C", "C", "C", "C", "C", "C", "C", "H", "H", "H", "H", "H", "H", "H", "H", "H", "H", "H", "H", "H", "H", "H", "P", "P", "N", "N", "N", "N", "C", "C", "C", "C", "C", "C", "C", "C", "C", "C", "C", "C", "C", "C", "C", "C", "C", "C", "H", "H", "H", "H", "H", "H", "H", "H", "H", "H", "H", "H", "H", "H", "H", "H", "H", "H", "H", "H", "O", "N", "O", "O"],
  "coordinates": [[-0.207112, -0.929720, 0.647918], [2.862636, -0.257763, -0.285791], [2.442445, 0.838817, -0.945012], [2.496415, 0.906066, -2.453370], [2.043762, -0.417299, -3.166945], [1.056242, -1.261735, -2.413375], [1.307933, -2.116019, -1.387741], [2.718698, -2.539944, -1.006594], [3.661179, -1.351234, -0.924167], [-2.103357, -1.733427, 1.274437], [2.678282, -0.405367, 0.768043], [2.321331, 1.785808, -0.409668], [3.526089, 1.163242, -2.762444], [1.910975, 1.753652, -2.845148], [1.589556, -0.131156, -4.111024], [2.926251, -0.974560, -3.500324], [0.069692, -1.294872, -2.899328], [0.570798, -2.860694, -1.086239], [3.098562, -3.257920, -1.750306], [2.684759, -3.065427, -0.033999], [4.549224, -1.561118, -0.305960], [4.034061, -1.043638, -1.916396], [-1.900402, -2.365423, 2.164448], [-2.795106, -2.337208, 0.650032], [-2.611217, -0.820331, 1.612753], [-1.520808, -0.341026, -1.013705], [0.448062, 1.191255, 1.334288], [-1.868641, -1.955492, -1.868341], [-3.203669, 0.259412, -1.012296], [2.085396, 0.951528, 2.346320], [-0.025287, 2.475092, 2.578014], [-0.540234, 1.137355, -1.459433], [-0.109232, 2.051462, -0.280438], [-1.555678, -3.155068, -1.226532], [-1.837146, -4.210990, -2.073182], [-2.325713, -3.645830, -3.281035], [-2.349173, -2.254076, -3.140034], [-4.357043, -0.471895, -0.646846], [-5.443577, -0.023127, -1.370667], [-4.964411, 1.016487, -2.252649], [-3.627147, 1.189152, -1.986695], [2.468316, -0.301173, 2.880206], [3.806630, -0.262619, 3.275928], [4.301586, 1.041833, 2.939686], [3.237194, 1.748403, 2.365227], [0.772779, 3.345082, 3.345980], [-0.019253, 4.369576, 3.870389], [-1.350170, 4.147861, 3.378385], [-1.316717, 3.020249, 2.553977], [-1.128389, 1.642457, -2.224641], [0.326820, 0.688598, -1.961706], [0.774946, 2.620302, -0.613259], [-0.876818, 2.784131, 0.005895], [-1.098917, -3.148531, -0.241048], [-1.692952, -5.250868, -1.831429], [-2.581915, -4.188043, -4.181175], [-2.656261, -1.444385, -3.767383], [-4.307830, -1.203365, 0.152417], [-6.450223, -0.416655, -1.333142], [-5.529862, 1.547996, -3.007526], [-2.938623, 1.922811, -2.396431], [1.801576, -1.145861, 2.856436], [4.337575, -1.085515, 3.719410], [5.305504, 1.398981, 3.094791], [3.176279, 2.796928, 2.063469], [1.831538, 3.166132, 3.498469], [0.336069, 5.179257, 4.511100], [-2.237974, 4.719317, 3.630157], [-2.073878, 2.589902, 1.899845], [-2.048002, 0.533916, 3.080911], [-1.061964, 0.023734, 3.567231], [-0.615320, 0.127181, 4.679406], [-0.229134, -0.904602, 2.627855]],
  "atomic_forces_ev_per_a": [[-1.814, -1.254, 1.212], [0.818, 0.942, -0.523], [1.663, -0.204, 0.135], [0.631, 0.384, -0.147], [0.320, 0.512, -0.301], [-0.085, -1.229, -0.268], [0.562, -0.675, -1.363], [-0.023, -0.472, 0.376], [-0.224, 0.263, -0.177], [-0.626, -0.626, 0.495], [0.476, 0.308, -0.167], [-0.513, -0.672, -0.164], [-0.292, -0.276, -0.028], [0.033, -0.270, 0.341], [-0.232, 0.118, -0.073], [-0.220, -0.164, 0.410], [0.458, 0.097, 0.484], [0.087, 0.302, -0.261], [-0.331, -0.002, 0.198], [0.049, 0.167, -0.395], [-0.373, -0.029, -0.150], [-0.124, -0.215, 0.648], [0.179, 0.434, -0.581], [0.586, 0.495, -0.034], [-0.031, -0.606, -0.131], [-1.978, 0.246, 1.386], [-0.754, 2.780, -0.079], [0.147, 0.694, -0.291], [1.180, -0.640, 0.201], [1.302, -0.738, 0.755], [0.070, -0.141, -1.570], [-0.190, 0.054, -1.543], [-0.236, 0.844, 0.344], [0.086, 1.516, -0.355], [-0.975, 0.055, -2.314], [0.594, -1.868, 0.800], [0.654, 0.531, 2.285], [-0.477, 0.014, -0.197], [1.377, -0.084, -0.070], [0.813, -0.320, 0.572], [-0.321, 0.071, -0.738], [-0.419, 1.859, -0.833], [1.518, 2.461, -0.513], [-0.062, -2.949, 1.008], [-2.439, -0.557, -0.140], [-0.489, 0.711, 0.502], [0.453, -1.353, -0.839], [0.311, -1.023, -0.734], [0.348, 1.076, 0.581], [0.492, 0.631, 0.055], [-0.461, 0.572, 0.341], [-0.752, 0.002, -0.236], [0.039, -0.242, -0.290], [-0.378, -0.088, -0.236], [-0.063, -0.049, -0.119], [-0.132, 0.057, 0.123], [-0.208, 0.107, -0.485], [-0.122, 0.247, -0.405], [0.136, 0.119, 0.196], [0.055, 0.077, 0.304], [-0.366, -0.286, 0.073], [-0.113, 0.136, 0.253], [0.156, 0.025, 0.090], [0.001, 0.105, 0.002], [0.198, -0.527, -0.144], [-0.589, 0.084, 0.168], [-0.211, -0.451, -0.242], [0.249, -0.094, -0.205], [0.163, 0.146, 0.545], [1.519, -1.312, 0.689], [0.072, 0.052, 0.047], [-0.371, -0.624, -2.087], [-0.801, 0.747, 3.807]],
  "e_tot_ev": -63544.43145,
  "multiplicity": 6,
  "s2": 8.79,
  "lumo_ev": [-6.4, -9.6],
  "charge": 2,
  "e_homo_ev": [-11.52, -12.70],
  "homo_lumo_gap_ev": [5.113, 3.122]
}